Entry 1:
Density functional theory data (ωB97M-V/def2-TZVPD) for a structure of composition C15H31BrN5ORu.

Atoms and positions in Å:
Ru: -0.260 -0.121 0.269
N: -0.501 -0.579 2.491
C: -1.930 -0.908 2.635
C: -2.207 -2.108 1.758
N: -1.716 -1.902 0.362
C: -0.921 -3.055 -0.123
C: 0.369 -3.178 0.654
N: 1.144 -1.941 0.440
C: -2.835 -1.610 -0.550
C: -3.278 -0.189 -0.339
N: -2.101 0.660 -0.589
H: 0.059 -1.360 2.817
H: -0.285 0.220 3.079
H: -2.489 -0.037 2.302
H: -2.233 -1.124 3.662
H: -3.282 -2.297 1.764
H: -1.737 -2.999 2.171
H: -0.684 -2.869 -1.172
H: -1.491 -3.988 -0.069
H: 0.906 -4.062 0.306
H: 0.203 -3.310 1.722
H: 1.490 -1.927 -0.516
H: 1.959 -1.903 1.045
H: -3.669 -2.300 -0.401
H: -2.481 -1.733 -1.576
H: -3.634 -0.013 0.673
H: -4.100 0.040 -1.019
H: -2.323 1.631 -0.408
H: -1.835 0.593 -1.574
C: 1.744 -0.409 -3.387
C: 1.578 0.402 -2.112
C: 1.480 1.889 -2.440
C: 2.784 0.158 -1.188
O: 0.331 0.000 -1.512
H: 2.642 -0.085 -3.913
H: 0.885 -0.267 -4.042
H: 1.838 -1.475 -3.167
H: 2.427 2.255 -2.835
H: 1.233 2.455 -1.539
H: 0.702 2.062 -3.184
H: 3.608 0.825 -1.434
H: 3.156 -0.866 -1.278
H: 2.509 0.335 -0.151
Br: 2.835 5.641 1.017
C: 1.795 4.108 1.093
C: 2.299 2.941 1.654
C: 1.503 1.819 1.649
N: 0.258 1.784 1.130
C: -0.220 2.938 0.622
C: 0.499 4.109 0.588
H: 3.287 2.912 2.089
H: 1.864 0.899 2.093
H: -1.235 2.929 0.259
H: 0.061 5.006 0.174

Its total charge is +2. For the HOMO energy (spin up / spin down), the calculation gives -0.548 / -0.545 hartree. As for the expectation value of S²: 0.756. As for the spin multiplicity: 2. The calculation puts the gap between HOMO and LUMO (spin up / spin down) at 8.1 / 8.0 eV. The calculation puts the largest force on an atom at 3.0 eV/Å. As for the LUMO energy (spin up / spin down): -6.76 / -6.86 eV.



Entry 2:
Density functional theory data (ωB97M-V/def2-TZVPD) for a structure of composition C5H8O2.

Atoms and positions in Å:
O: -2.311 -0.738 -1.349
C: -1.341 0.216 -0.965
C: -0.646 -0.203 0.310
O: 0.267 -1.318 0.111
C: 1.283 -0.607 0.818
C: 1.696 0.618 0.079
C: 0.453 0.638 0.937
H: -1.910 -1.611 -1.256
H: -0.598 0.385 -1.759
H: -1.875 1.157 -0.794
H: -1.402 -0.497 1.049
H: 1.884 -1.156 1.537
H: 1.647 0.640 -1.007
H: 2.532 1.162 0.514
H: 0.321 1.313 1.775

For the HOMO energy, the calculation gives -0.352 hartree. The calculation puts the gap between HOMO and LUMO at 10.6 eV. The calculation puts the largest force on an atom at 0.4 eV/Å. As for the LUMO energy: 1.05 eV.



Entry 3:
Density functional theory data (ωB97M-V/def2-TZVPD) for a structure of composition C3H12N6O3Sn.

Atoms and positions in Å:
Sn: 0.451 2.164 -1.480
C: -1.276 -0.684 3.405
O: -0.989 -0.356 2.251
N: -2.110 -0.045 4.204
N: -0.763 -1.735 3.871
H: -2.393 0.859 3.856
H: -2.390 -0.549 5.034
H: -0.019 -2.251 3.422
H: -1.114 -2.007 4.778
C: -4.866 -0.749 -0.569
O: -5.027 -1.922 -0.375
N: -3.764 -0.294 -1.121
N: -5.562 0.279 -0.140
H: -3.222 -1.082 -1.445
H: -3.619 0.656 -1.432
H: -5.078 1.163 -0.202
H: -6.143 0.234 0.685
C: 5.648 0.876 -2.724
O: 4.882 1.334 -1.899
N: 6.807 0.532 -2.414
N: 5.455 0.873 -4.006
H: 7.051 0.472 -1.436
H: 7.425 0.304 -3.180
H: 6.091 1.216 -4.711
H: 4.527 0.712 -4.370

Its total charge is +2. For the HOMO energy, the calculation gives -0.538 hartree. The calculation puts the gap between HOMO and LUMO at 2.6 eV. The calculation puts the largest force on an atom at 6.3 eV/Å. As for the LUMO energy: -12.05 eV.



- Which value of largest force on an atom does entry 2 give?
  0.4 eV/Å



Copy entry 2 word for word.
Density functional theory data (ωB97M-V/def2-TZVPD) for a structure of composition C5H8O2.

Atoms and positions in Å:
O: -2.311 -0.738 -1.349
C: -1.341 0.216 -0.965
C: -0.646 -0.203 0.310
O: 0.267 -1.318 0.111
C: 1.283 -0.607 0.818
C: 1.696 0.618 0.079
C: 0.453 0.638 0.937
H: -1.910 -1.611 -1.256
H: -0.598 0.385 -1.759
H: -1.875 1.157 -0.794
H: -1.402 -0.497 1.049
H: 1.884 -1.156 1.537
H: 1.647 0.640 -1.007
H: 2.532 1.162 0.514
H: 0.321 1.313 1.775

For the HOMO energy, the calculation gives -0.352 hartree. The calculation puts the gap between HOMO and LUMO at 10.6 eV. The calculation puts the largest force on an atom at 0.4 eV/Å. As for the LUMO energy: 1.05 eV.



- The lowest largest force on an atom belongs to which entry?
  C5H8O2